Computed, not measured: a 2-piece molecular cluster, CH5N2 overall, with ωB97M-V/def2-TZVPD.

Results
Energy above the lowest of the compared OMol25 structures with the same formula, charge and spin, kcal/mol: 139.2
2S+1: 1
Lowest unoccupied orbital energy (alpha / beta), eV: -7.8 / -8.6
E_tot, eV: -4085.9525
Charge: +1
Frontier orbital gap (alpha / beta), eV: 9.02 / 8.01

Each line ends with the Mulliken charge.
CARTESIAN COORDINATES (ANGSTROEM)
C 0.32 -0.26 0.58  0.423
N 0.35 -0.89 -0.55  -0.181
N -0.25 0.85 0.68  -0.422
H 0.91 -0.75 1.31  0.399
H 0.57 -1.82 -0.73  0.258
H -0.28 -0.26 -1.13  -0.144
H -0.27 1.57 1.32  0.269
H -1.02 0.81 -1.26  0.399